[1]
Below is a molecular structure, C38H33ClMnN2O3P2Se, with properties calculated with ωB97M-V/def2-TZVPD.

HOMO-LUMO gap (alpha / beta), eV: 5.83 / 7.66
Relative energy (zero: lowest compared OMol25 entry of this formula, charge and spin), kJ/mol: 45.1
Maximum force, hartree/bohr: 0.011
Expectation value of S²: 6.338

```
! RIJCOSX wB97M-V def2-TZVPD def2/J DEFGRID3
* xyz 1 5
Se -0.537 -3.187 -1.016
Mn -0.684 -0.826 -0.859
Cl 2.075 6.491 -1.937
P -0.338 -2.181 2.439
P 1.462 -1.024 0.319
O -0.515 0.946 -1.859
O -2.211 -0.389 -2.091
O -2.519 2.930 -2.753
N 1.251 -1.793 1.776
N -4.777 -4.982 -1.948
C -1.321 1.823 2.179
C -2.287 1.675 -3.358
C -0.996 -1.654 6.410
C 4.398 -3.518 -2.154
C 3.443 3.029 1.097
C -1.134 -0.580 1.990
C -2.276 -0.583 1.182
C -2.301 -3.819 -1.416
C 2.781 -3.375 -0.384
C -1.415 3.761 -2.596
C -3.102 -3.333 -2.438
C 1.382 -1.469 6.131
C 1.237 -1.658 4.762
C -0.875 4.428 -3.693
C 0.710 5.444 -2.185
C 0.141 4.804 -1.098
C -2.756 -4.899 -0.665
C -2.934 0.609 0.870
C 0.267 -1.461 6.955
C 2.212 0.588 0.620
C -1.439 4.270 -5.077
C 3.662 -4.125 -1.149
C -4.328 -3.949 -2.653
C 3.455 2.045 2.077
C -2.462 1.807 1.380
C -1.639 0.704 -2.399
C -0.026 -1.846 4.209
C 4.257 -2.158 -2.399
C 2.647 -2.006 -0.617
C 2.840 0.826 1.842
C -3.993 -5.444 -0.980
C 0.209 5.271 -3.464
C -0.927 3.953 -1.315
C 2.185 1.584 -0.355
C 2.810 2.798 -0.116
C -0.663 0.643 2.479
C -1.139 -1.857 5.048
C 3.387 -1.401 -1.634
H 2.791 3.571 -0.873
H 2.842 0.062 2.609
H 0.536 4.963 -0.104
H -2.131 -2.022 4.638
H 1.967 -2.478 1.987
H 4.833 -1.684 -3.182
H -1.390 3.422 -0.495
H 5.085 -4.105 -2.749
H -4.370 -6.291 -0.416
H 0.656 5.811 -4.288
H -1.228 5.154 -5.676
H 3.301 -0.338 -1.822
H -3.814 0.586 0.242
H 2.119 -1.646 4.135
H -0.952 2.759 2.578
H -2.693 -1.522 0.822
H -1.868 -1.654 7.050
H -3.255 1.272 -3.646
H 0.381 -1.310 8.020
H -2.988 2.728 1.164
H -4.978 -3.590 -3.443
H -2.519 4.127 -5.047
H -2.793 -2.510 -3.059
H 2.369 -1.325 6.551
H 3.767 -5.185 -0.960
H 3.923 3.982 1.280
H -1.001 3.416 -5.600
H 1.663 1.433 -1.291
H 3.944 2.225 3.025
H 2.190 -3.871 0.375
H -2.171 -5.310 0.146
H -1.649 1.755 -4.244
H 0.211 0.662 3.118
*
```

---

[2]
Below is a molecular structure, C17H18BCaN7O2S2 at a distorted geometry, with properties calculated with ωB97M-V/def2-TZVPD.

HOMO-LUMO gap (alpha / beta), eV: 6.94 / 6.04
Relative energy (zero: lowest compared OMol25 entry of this formula, charge and spin), kJ/mol: 0.0
Maximum force, hartree/bohr: 0.121

```
! RIJCOSX wB97M-V def2-TZVPD def2/J DEFGRID3
* xyz 0 1
Ca -1.160 -0.155 0.501
S 0.453 -2.283 2.523
S -0.188 1.752 3.342
O -1.394 2.450 2.841
O 1.056 2.444 3.321
N 0.129 1.896 -0.504
N 0.066 0.337 2.537
N -1.382 -0.032 -1.562
N 1.302 -0.944 -0.923
N -0.669 0.241 -2.774
N 1.673 -0.322 -2.098
N 0.734 2.013 -1.751
C -1.258 -0.912 6.790
C 3.228 -1.865 -1.695
C 1.133 3.290 -1.958
C 0.032 -0.837 3.240
C -1.607 -2.359 0.374
C -1.483 0.045 -3.827
C -0.998 1.364 5.964
C -1.365 0.475 6.977
C 0.760 4.046 -0.838
C 2.237 -1.860 -0.670
C -2.725 -0.393 -3.374
C -0.751 -1.432 5.602
C -0.389 -0.561 4.590
C 0.142 3.126 0.040
C -2.620 -0.399 -1.987
C -0.544 0.827 4.795
C 2.811 -0.848 -2.585
B 0.762 0.781 -2.726
H -1.746 0.869 7.913
H -1.161 -3.327 -0.035
H -0.638 -2.496 5.423
H -1.081 0.279 -4.820
H -1.862 -2.703 1.402
H -3.629 -0.657 -3.902
H 1.202 1.135 -3.796
H -1.710 1.627 1.398
H 3.230 -0.486 -3.501
H -2.535 -2.083 -0.084
H 0.922 5.090 -0.671
H -3.297 -0.656 -1.232
H -1.575 -1.586 7.580
H -0.290 3.326 1.020
H 4.096 -2.477 -1.787
H 2.216 -2.458 0.235
H -1.046 2.442 6.061
H 1.616 3.564 -2.881
*
```

---

[3]
Below is a molecular structure, C12H48F2InNO16S2 at a distorted geometry, with properties calculated with ωB97M-V/def2-TZVPD.

HOMO-LUMO gap (alpha / beta), eV: 3.25 / 2.40
Maximum force, hartree/bohr: 0.198
Expectation value of S²: 1.766

```
! RIJCOSX wB97M-V def2-TZVPD def2/J DEFGRID3
* xyz 3 2
In -6.261 8.701 -6.218
S -6.858 5.658 -3.347
S -6.628 4.715 -5.433
F -7.356 7.019 -2.594
F -5.849 5.359 -6.686
O -7.819 4.276 -6.115
O -7.990 4.835 -3.137
O -9.326 8.585 -6.328
O -5.599 5.426 -2.572
O -3.372 7.292 -4.699
O -4.724 9.600 -3.548
O -7.468 7.259 -8.416
O -7.928 9.447 -3.924
O -4.370 4.250 -0.179
O -5.880 6.457 0.737
O -5.655 3.726 -4.960
O -10.964 1.512 -7.704
O -4.713 1.714 -1.020
O -4.456 7.585 -8.547
O -6.160 1.742 -8.511
O -4.139 3.399 -7.696
N -6.672 6.309 -4.739
C -10.138 7.432 -6.092
C -2.871 5.999 -4.772
C -6.324 7.683 1.314
C -7.089 2.704 -8.878
C -3.434 6.596 -8.469
C -8.213 6.305 -9.200
C -5.463 1.796 -2.137
C -3.189 2.713 -6.932
C -5.124 9.273 -2.238
C -10.852 2.927 -7.583
C -7.952 10.806 -3.550
C -3.267 5.054 -0.689
H -6.102 9.674 -1.973
H -4.351 9.497 -1.502
H -2.837 7.852 -4.132
H -5.086 2.571 -2.806
H -3.577 5.875 -7.664
H -7.984 2.598 -8.266
H -6.498 1.183 -7.807
H -11.825 3.335 -7.308
H -3.356 6.096 -0.382
H -2.237 3.221 -7.088
H -4.013 10.238 -3.456
H -4.938 2.874 -7.777
H -4.619 4.621 0.671
H -4.583 7.913 -9.441
H -3.087 1.646 -7.131
H -4.434 2.597 -0.770
H -7.695 6.036 -10.120
H -8.481 5.377 -8.696
H -2.079 6.034 -5.519
H -7.034 11.306 -3.858
H -9.821 9.143 -6.934
H -8.748 11.153 -4.210
H -3.367 5.161 -1.769
H -10.730 7.355 -7.005
H -11.075 1.248 -6.788
H -3.384 2.751 -5.860
H -5.840 6.600 -0.211
H -8.215 11.086 -2.529
H -3.654 5.266 -4.967
H -6.673 3.702 -8.733
H -2.269 4.700 -0.433
H -10.719 7.583 -5.182
H -5.774 7.856 2.239
H -2.457 5.811 -3.781
H -8.609 9.009 -3.408
H -5.355 1.012 -2.887
H -7.388 7.655 1.547
H -5.223 8.188 -2.249
H -9.186 6.747 -9.418
H -7.477 8.110 -8.861
H -3.355 6.038 -9.401
H -6.453 2.199 -1.925
H -6.142 8.554 0.684
H -9.519 6.535 -6.090
H -10.481 3.387 -8.499
H -7.185 2.515 -9.947
H -2.562 7.247 -8.411
H -10.134 3.171 -6.800
*
```

---

[4]
Below is a gas-phase ion, C7H7O3 (charge -1) at a distorted geometry, with properties calculated with ωB97M-V/def2-TZVPD.

SMILES: O=C=CC(=O)CC/C=C\[O-]
HOMO-LUMO gap, eV: 6.45
Relative energy (zero: lowest compared OMol25 entry of this formula, charge and spin), kJ/mol: 301.6
Maximum force, hartree/bohr: 0.080

```
! RIJCOSX wB97M-V def2-TZVPD def2/J DEFGRID3
* xyz -1 1
O 0.412 -3.124 -0.009
O 2.582 -0.137 1.292
O -3.143 -0.070 0.338
C -1.953 -0.348 0.364
C 2.090 -0.599 0.201
C -1.633 -1.784 -0.072
C 1.011 -0.131 -0.515
C 0.136 1.063 -0.082
C -0.846 0.495 0.966
C -0.516 -2.410 -0.015
H 1.034 -0.361 -1.560
H -0.519 1.397 -0.900
H -1.287 1.308 1.411
H 0.670 1.890 0.400
H 2.567 -1.506 -0.183
H -0.213 -0.137 1.516
H -2.505 -2.433 -0.325
*
```

---

[5]
Below is 2 unconnected molecules or ions with the total composition C9H21ClNO2, with properties calculated with ωB97M-V/def2-TZVPD.

HOMO-LUMO gap, eV: 8.28
Maximum force, hartree/bohr: 0.006

```
! RIJCOSX wB97M-V def2-TZVPD def2/J DEFGRID3
* xyz 1 1
Cl 1.897 -1.988 2.391
O 0.920 1.442 -0.534
O 0.911 3.494 -2.637
N -2.299 -2.152 1.516
C 2.105 0.932 -1.128
C -0.081 -3.365 1.110
C 0.252 2.635 -3.545
C 0.607 -1.977 1.147
C 0.967 2.847 -0.303
C -1.496 -1.120 2.255
C 0.267 3.633 -1.389
C -0.315 -0.781 1.381
C -1.583 -3.478 1.438
H 0.257 0.034 1.815
H 1.127 -1.820 0.207
H 1.895 -0.089 -1.449
H 2.008 3.176 -0.229
H -1.739 -3.926 2.417
H -2.470 -1.797 0.572
H -1.206 -1.581 3.201
H 0.056 1.653 -3.102
H 0.095 -3.815 0.134
H -2.139 -0.265 2.453
H 2.399 1.519 -1.999
H 0.284 4.692 -1.115
H -0.782 3.323 -1.460
H 2.932 0.918 -0.411
H -0.695 3.067 -3.884
H -0.671 -0.399 0.418
H -3.213 -2.293 1.947
H -2.113 -4.079 0.703
H 0.909 2.514 -4.405
H 0.482 3.046 0.657
H 0.431 -4.001 1.827
*
```

---

> Look up the maximum force of the fourth one.

0.080 hartree/bohr

---

> Among the records above, which one has the highest maximum force?

C12H48F2InNO16S2

---

What did the fourth record say?
Below is a gas-phase ion, C7H7O3 (charge -1) at a distorted geometry, with properties calculated with ωB97M-V/def2-TZVPD.

SMILES: O=C=CC(=O)CC/C=C\[O-]
HOMO-LUMO gap, eV: 6.45
Relative energy (zero: lowest compared OMol25 entry of this formula, charge and spin), kJ/mol: 301.6
Maximum force, hartree/bohr: 0.080

```
! RIJCOSX wB97M-V def2-TZVPD def2/J DEFGRID3
* xyz -1 1
O 0.412 -3.124 -0.009
O 2.582 -0.137 1.292
O -3.143 -0.070 0.338
C -1.953 -0.348 0.364
C 2.090 -0.599 0.201
C -1.633 -1.784 -0.072
C 1.011 -0.131 -0.515
C 0.136 1.063 -0.082
C -0.846 0.495 0.966
C -0.516 -2.410 -0.015
H 1.034 -0.361 -1.560
H -0.519 1.397 -0.900
H -1.287 1.308 1.411
H 0.670 1.890 0.400
H 2.567 -1.506 -0.183
H -0.213 -0.137 1.516
H -2.505 -2.433 -0.325
*
```